[1]
{"formula": "C46H63F5GeMgN4O3P3S2", "method": "the ωB97M-V functional and the def2-TZVPD basis", "total_energy_ha": -6832.2504, "s_squared": 0.764, "multiplicity": 2, "e_lumo_ev": [0.4, -2.1], "homo_ev": [-7.05, -7.41], "orbital_gap_ev": [7.49, 5.29], "species": ["Mg", "C", "C", "C", "P", "C", "N", "Ge", "N", "C", "P", "C", "C", "C", "C", "C", "C", "C", "C", "C", "C", "C", "C", "N", "C", "C", "C", "C", "C", "C", "C", "C", "C", "C", "C", "C", "N", "C", "P", "C", "C", "C", "C", "C", "C", "C", "C", "C", "H", "H", "H", "H", "H", "H", "H", "H", "H", "H", "H", "H", "H", "H", "H", "H", "H", "H", "H", "H", "H", "H", "H", "H", "H", "H", "H", "H", "H", "H", "H", "H", "H", "H", "H", "H", "H", "H", "H", "H", "H", "H", "H", "H", "H", "H", "H", "H", "H", "H", "H", "H", "H", "H", "H", "H", "H", "H", "H", "H", "F", "C", "C", "F", "C", "F", "C", "S", "C", "F", "C", "F", "C", "S", "O", "O", "O", "H", "H", "H"], "xyz": [[0.107, -0.633, 3.165], [-0.547, 5.367, -0.421], [-0.327, 4.201, 0.543], [-1.688, 3.701, 1.046], [0.610, 2.692, -0.066], [0.407, 2.797, -1.909], [-0.014, 1.535, -2.478], [-0.065, -0.198, -1.376], [0.560, -1.884, -2.638], [1.683, -2.638, -2.160], [2.575, -1.752, -0.800], [3.870, -3.059, -0.428], [4.595, -3.685, -1.617], [3.216, -4.150, 0.428], [3.489, -0.421, -1.772], [4.799, -0.075, -1.059], [3.688, -0.628, -3.272], [-0.444, -2.549, -3.265], [-0.478, -3.921, -3.583], [-1.615, -4.485, -4.133], [-2.753, -3.721, -4.363], [-2.724, -2.356, -4.113], [-1.569, -1.776, -3.624], [-1.376, -0.390, -3.447], [-0.483, 0.229, -4.356], [-0.262, -0.183, -5.654], [0.547, 0.585, -6.482], [1.102, 1.765, -6.006], [0.919, 2.156, -4.690], [0.160, 1.358, -3.823], [-2.516, 0.399, -3.130], [-3.214, 1.105, -4.090], [-4.355, 1.814, -3.743], [-4.775, 1.807, -2.423], [-4.058, 1.128, -1.451], [-2.892, 0.417, -1.779], [-2.099, -0.269, -0.890], [-2.706, -0.329, 0.429], [-1.990, -1.175, 1.914], [-2.094, -2.993, 1.559], [-1.124, -3.346, 0.434], [-1.747, -3.798, 2.814], [-3.431, -0.911, 3.074], [-4.796, -1.315, 2.506], [-3.502, 0.528, 3.602], [2.404, 3.220, 0.027], [2.745, 4.626, -0.454], [2.910, 3.025, 1.452], [-0.872, 6.239, 0.150], [-1.336, 5.136, -1.136], [0.351, 5.646, -0.969], [0.251, 4.552, 1.401], [-2.280, 3.322, 0.208], [-2.243, 4.510, 1.524], [-1.555, 2.895, 1.767], [1.360, 3.142, -2.329], [-0.362, 3.536, -2.160], [2.385, -2.808, -2.984], [1.379, -3.618, -1.763], [4.585, -2.537, 0.210], [3.916, -4.250, -2.256], [5.353, -4.378, -1.247], [5.097, -2.934, -2.224], [2.460, -4.700, -0.137], [2.748, -3.708, 1.304], [3.970, -4.867, 0.762], [2.814, 0.440, -1.669], [5.589, -0.775, -1.333], [4.676, -0.119, 0.023], [5.133, 0.929, -1.330], [4.286, -1.510, -3.499], [4.212, 0.237, -3.685], [2.729, -0.707, -3.787], [0.397, -4.535, -3.424], [-1.620, -5.537, -4.386], [-3.643, -4.179, -4.773], [-3.585, -1.738, -4.329], [-0.735, -1.082, -6.030], [0.716, 0.283, -7.507], [1.691, 2.387, -6.668], [1.378, 3.067, -4.333], [-2.870, 1.079, -5.117], [-4.915, 2.349, -4.497], [-5.674, 2.339, -2.139], [-4.413, 1.160, -0.431], [-3.682, -0.814, 0.299], [-2.879, 0.693, 0.804], [-3.112, -3.232, 1.241], [-0.108, -3.071, 0.729], [-1.383, -2.824, -0.488], [-1.148, -4.420, 0.237], [-0.713, -3.609, 3.098], [-1.853, -4.864, 2.608], [-2.389, -3.555, 3.661], [-3.204, -1.558, 3.926], [-5.179, -0.553, 1.826], [-5.506, -1.413, 3.327], [-4.765, -2.267, 1.978], [-3.391, 1.265, 2.804], [-2.734, 0.701, 4.351], [-4.470, 0.693, 4.078], [2.917, 2.490, -0.613], [2.354, 5.377, 0.233], [2.363, 4.829, -1.455], [3.831, 4.735, -0.484], [2.374, 3.674, 2.147], [3.974, 3.263, 1.514], [2.781, 1.999, 1.769], [0.133, 4.870, 7.019], [-0.057, 3.594, 6.683], [-0.060, 3.216, 5.354], [0.125, 4.137, 4.398], [-0.291, 1.900, 5.012], [-0.347, 1.589, 3.681], [-0.527, 0.892, 5.946], [-0.893, -0.731, 5.505], [-0.516, 1.313, 7.285], [-0.743, 0.417, 8.247], [-0.297, 2.627, 7.650], [-0.326, 2.987, 8.933], [2.239, -2.270, 5.614], [2.214, -1.639, 3.950], [1.809, -0.221, 4.060], [3.505, -1.835, 3.359], [1.110, -2.325, 3.231], [3.046, -1.769, 6.142], [2.400, -3.344, 5.572], [1.280, -2.032, 6.067]], "lowdin_spin": [0.001, 0.003, 0.009, 0.001, 0.048, 0.002, 0.095, 0.264, 0.131, 0.006, 0.101, 0.022, 0.006, 0.001, 0.006, 0.002, 0.002, 0.005, 0.023, 0.000, 0.026, -0.002, 0.021, 0.009, 0.018, -0.001, 0.023, 0.001, 0.018, 0.001, 0.010, -0.001, 0.010, 0.000, 0.010, 0.004, 0.081, 0.003, 0.006, 0.000, 0.001, 0.000, 0.001, 0.000, 0.000, 0.004, 0.001, 0.001, 0.000, 0.000, 0.000, 0.000, 0.000, 0.000, 0.001, 0.000, 0.003, 0.009, 0.000, 0.000, 0.001, 0.001, 0.000, 0.000, 0.001, 0.000, 0.001, 0.000, 0.001, 0.000, 0.000, 0.000, 0.000, 0.001, 0.000, 0.002, -0.001, -0.001, 0.001, 0.000, 0.001, 0.000, 0.001, 0.000, 0.001, 0.002, 0.000, 0.000, 0.000, 0.000, 0.000, 0.000, 0.000, 0.000, 0.000, 0.000, 0.000, 0.000, 0.000, 0.000, 0.000, 0.000, 0.000, 0.000, 0.000, 0.000, 0.000, 0.000, 0.000, 0.000, 0.000, 0.000, 0.000, 0.000, 0.000, 0.000, 0.000, 0.000, 0.000, 0.000, 0.000, 0.000, 0.000, 0.001, 0.000, 0.000, 0.000, 0.000]}

=====

[2]
{"formula": "C9H7F3NOS", "method": "the ωB97M-V functional and the def2-TZVPD basis", "total_energy_ha": -1174.4947, "multiplicity": 1, "e_lumo_ev": [-7.3, -6.0], "homo_ev": [-13.66, -13.28], "charge": 1, "orbital_gap_ev": [6.35, 7.29], "species": ["C", "C", "C", "C", "C", "C", "C", "C", "C", "N", "O", "F", "F", "F", "S", "H", "H", "H", "H", "H", "H", "H"], "xyz": [[-1.259, 2.117, 0.485], [-0.384, 2.106, 1.551], [-1.351, 0.967, -0.280], [0.152, 0.961, 2.064], [-0.850, -0.222, 0.186], [-0.066, -0.189, 1.366], [-0.158, -2.203, 0.713], [-1.529, -2.139, -1.296], [2.838, 0.103, -1.154], [-0.948, -1.606, -0.136], [0.441, -1.489, 1.574], [3.329, 1.012, -1.938], [1.513, 0.056, -1.337], [3.420, -1.098, -1.480], [2.990, 0.463, 0.639], [-1.796, 3.047, 0.174], [-0.156, 3.077, 2.043], [-1.917, 0.901, -1.148], [0.568, 0.805, 3.012], [-2.476, -2.786, -1.396], [-1.649, -1.159, -1.878], [-0.713, -2.723, -1.764]], "nbo_charge": [-0.163, -0.165, -0.193, -0.234, 0.088, 0.261, 0.835, -0.441, 0.814, -0.373, -0.374, -0.283, -0.339, -0.318, 0.123, 0.261, 0.254, 0.233, 0.259, 0.279, 0.234, 0.245]}

=====

- Look up the multiplicity of the first one.
  2

=====

- Among the records above, which one has the lowest multiplicity?
  C9H7F3NOS

=====

- The lowest multiplicity belongs to which entry?
  C9H7F3NOS

=====

- What is the multiplicity in the second record?
  1